(A)
Molecular formula: C4H6
Method: DFT, ωB97M-V with the def2-TZVPD basis set

## Properties
HOMO-LUMO gap in Ha: 0.373
E_LUMO in eV: 1.310
SMILES string: C1[C@H]2C[C@@H]12
HOMO energy in Eh: -0.324

```
! wB97M-V def2-TZVPD RIJCOSX def2/J DEFGRID3
* xyz 0 1
C -1.1960 -0.0092 -0.2624
C 1.1799 0.0007 -0.3161
C -0.0148 -0.7436 0.1842
C 0.0324 0.8220 0.2343
H 1.4779 -0.1485 -1.3225
H -1.8651 0.0638 0.5554
H 2.1474 -0.0367 0.3279
H -1.6921 -0.0438 -1.3108
H 0.1153 -1.4127 0.9467
H -0.1849 1.5079 0.9633
*
```



(B)
Molecular formula: C4H6
Method: DFT, ωB97M-V with the def2-TZVPD basis set

## Properties
HOMO-LUMO gap in Ha: 0.423
E_LUMO in eV: 1.205
SMILES string: C#C.C=C
HOMO energy in Eh: -0.379

```
! wB97M-V def2-TZVPD RIJCOSX def2/J DEFGRID3
* xyz 0 1
C 0.2185 -1.4193 -0.6143
C 0.3825 -2.5183 -1.1001
H 0.0729 -0.4433 -0.1828
H 0.5281 -3.4942 -1.5315
C -0.6867 1.4225 0.1285
C 0.2861 1.2025 1.0144
H -0.4729 1.8699 -0.8489
H -1.7274 1.1620 0.3528
H 1.3268 1.4630 0.7901
H 0.0722 0.7551 1.9918
*
```



(C)
Molecular formula: C4H6
Method: DFT, ωB97M-V with the def2-TZVPD basis set

## Properties
HOMO-LUMO gap in Ha: 0.380
E_LUMO in eV: 1.040
SMILES string: C=C=CC
HOMO energy in Eh: -0.342

```
! wB97M-V def2-TZVPD RIJCOSX def2/J DEFGRID3
* xyz 0 1
C -1.6722 -0.1825 -0.0280
C -0.2205 -0.5799 -0.1228
C 0.8457 0.1541 0.0399
C 2.0369 0.6772 0.1260
H -2.2027 -0.3048 -0.9827
H -1.7763 0.8676 0.2622
H -2.2066 -0.7919 0.7079
H 2.6409 0.5752 1.0223
H 2.4598 1.1925 -0.7292
H 0.0950 -1.6076 -0.2957
*
```



Most favorable structure: (C). The second most favorable one is 0.0542 hartree above it.



(A)
Molecular formula: H8N2Si2
Method: DFT, ωB97M-V with the def2-TZVPD basis set

## Properties
HOMO-LUMO gap in Ha: 0.342
E_LUMO in eV: -0.170
SMILES string: N=[SiH2].N[SiH3]
HOMO energy in Eh: -0.349

```
! wB97M-V def2-TZVPD RIJCOSX def2/J DEFGRID3
* xyz 0 1
N 1.2381 1.2747 0.4204
N -0.6542 -1.4852 0.3215
Si 0.9740 1.4559 -1.2913
Si -1.8634 -1.7078 1.3377
H 2.1294 1.0822 0.6482
H 0.5506 0.6374 0.7368
H 0.1771 -1.9095 -0.1261
H 0.4278 0.1939 -1.6895
H 0.0280 2.3922 -1.9670
H 2.2928 1.5056 -2.0355
H -2.7110 -2.8957 1.8727
H -2.5890 -0.5434 1.7720
*
```



(B)
Molecular formula: H8N2Si2
Method: DFT, ωB97M-V with the def2-TZVPD basis set

## Properties
HOMO-LUMO gap in Ha: 0.384
E_LUMO in eV: 0.875
SMILES string: N[SiH2]N[SiH3]
HOMO energy in Eh: -0.352

```
! wB97M-V def2-TZVPD RIJCOSX def2/J DEFGRID3
* xyz 0 1
N -1.2714 0.4251 -1.1589
N 0.8492 -0.5748 0.1865
Si 0.0887 -0.5103 1.7374
Si 0.4360 0.5231 -1.2233
H -1.8142 0.9545 -1.8315
H -1.8583 -0.3034 -0.8351
H 1.8148 -0.8480 0.1408
H 0.6310 -1.7000 2.4787
H 0.2100 0.8184 2.4245
H -1.1710 -1.1828 1.9046
H 1.1027 0.5076 -2.8263
H 0.9824 1.8905 -0.9974
*
```



Most favorable structure: (B). The second most favorable one is 0.0817 hartree above it.